{
  "formula": "C3H7N3O2",
  "method": "ωB97M-V with the def2-TZVPD basis set",
  "total_energy_ha": -433.093316,
  "fmax_ev_per_a": 3.5,
  "lumo_ev": [-0.370, -0.095],
  "smiles": "C/N=C(O)\\C(N)=N/O",
  "de_lowest_ev": 6.244,
  "gap_ev": [7.951, 7.625],
  "symbols": ["O", "O", "N", "N", "N", "C", "C", "C", "H", "H", "H", "H", "H", "H", "H"],
  "coordinates": [[-1.8714, 0.9273, 0.8971], [0.4039, 0.3158, -2.2055], [0.9998, 1.9543, 0.6870], [-0.9351, -0.9381, -0.1593], [1.0480, 0.2706, -0.9652], [-0.8197, 0.2935, 0.3280], [0.3576, 0.9658, -0.0116], [-0.0618, -1.9946, 0.2966], [0.1712, -2.6400, -0.5513], [0.5359, 2.2928, 1.5154], [1.4603, 2.6653, 0.1377], [1.0147, -0.1466, -2.7964], [-0.6044, -2.5990, 1.0327], [-2.5687, 0.2723, 1.0418], [0.8696, -1.6394, 0.7530]]
}

***

{
  "formula": "C2H2Cl3NO",
  "method": "ωB97M-V with the def2-TZVPD basis set",
  "total_energy_ha": -1587.848371,
  "fmax_ev_per_a": 3.0,
  "lumo_ev": 0.378,
  "smiles": "C#[N+][O-].ClC(Cl)Cl",
  "de_lowest_ev": 3.404,
  "gap_ev": 10.721,
  "symbols": ["Cl", "Cl", "Cl", "O", "N", "C", "C", "H", "H"],
  "coordinates": [[1.5110, 0.4007, 1.5402], [2.8947, 0.2963, -1.0334], [0.8763, -1.6677, -0.4296], [-2.3776, 0.0106, -1.4411], [-2.0043, 0.0145, -0.2976], [-1.4267, -0.0203, 0.7183], [1.2777, 0.0220, -0.1468], [0.6466, 0.8499, -0.6424], [-1.3977, 0.0939, 1.7323]]
}

***

{
  "formula": "C43H34MoN5O4S3",
  "method": "ωB97M-V with the def2-TZVPD basis set",
  "total_energy_ha": -3495.435710,
  "fmax_ev_per_a": 0.4,
  "multiplicity": 3,
  "lumo_ev": [-9.485, -9.201],
  "total_charge": 3,
  "de_lowest_ev": 0.178,
  "gap_ev": [6.655, 7.301],
  "symbols": ["Mo", "S", "S", "S", "O", "O", "O", "O", "N", "N", "N", "N", "N", "C", "C", "C", "C", "C", "C", "C", "C", "C", "C", "C", "C", "C", "C", "C", "C", "C", "C", "C", "C", "C", "C", "C", "C", "C", "C", "C", "C", "C", "C", "C", "C", "C", "C", "C", "C", "C", "C", "C", "C", "C", "C", "C", "H", "H", "H", "H", "H", "H", "H", "H", "H", "H", "H", "H", "H", "H", "H", "H", "H", "H", "H", "H", "H", "H", "H", "H", "H", "H", "H", "H", "H", "H", "H", "H", "H", "H"],
  "coordinates": [[0.0028, 0.1447, 0.5048], [-3.3963, -3.1230, -0.1892], [-3.3120, -0.3187, 0.1096], [-0.5666, -3.1144, -0.0861], [3.0294, -1.7237, 1.5953], [1.9667, -0.1444, 0.3723], [-0.7036, 3.9389, 2.4637], [-0.4861, 2.3813, 0.8615], [-1.9332, 0.1695, 0.4398], [-0.0865, -1.6978, -0.0182], [-3.6573, -1.8064, 0.6245], [0.8859, 0.8469, 2.3075], [-1.9872, -3.3345, -0.8292], [-4.2234, -6.7376, 1.2471], [-4.4961, -3.3053, -1.5571], [-0.3005, 2.7935, 2.0097], [1.8590, -3.7976, -0.9736], [-5.3412, 2.8490, 1.3775], [-4.3828, 2.0266, 0.8135], [2.2863, -5.5854, -2.5225], [-3.8684, -5.6905, 0.4168], [-0.6514, -4.9567, 4.0402], [-6.5763, 0.9179, 2.1319], [1.1471, 2.3648, 4.1028], [0.5286, 1.9763, 2.9336], [-0.4442, -5.2237, 1.6580], [-4.5316, -5.1942, 3.0786], [2.4139, -0.7065, 1.5055], [-4.1399, -0.0331, -4.3233], [-5.6302, 0.0765, 1.5633], [1.9642, 0.1623, 2.6719], [2.7514, -4.5659, -1.7024], [-0.4756, -5.7731, 2.9308], [-6.7625, -3.4938, -2.2781], [0.0141, -5.0970, -1.9049], [-5.1966, 0.0423, -3.4246], [-6.3092, -3.6235, -3.5876], [-4.9587, -0.0341, -2.0622], [-0.6008, -3.8502, 1.5251], [-2.5822, -0.2780, -2.5106], [-2.8366, -0.1955, -3.8701], [-4.5577, -6.4861, 2.5741], [2.1772, 1.5518, 4.5907], [-5.8546, -3.3348, -1.2477], [-4.0241, -3.4278, -2.8555], [-0.8085, -3.5845, 3.8892], [-3.8491, -4.3991, 0.9430], [-6.4328, 2.2948, 2.0373], [2.6287, 0.4623, 3.8518], [-4.5417, 0.6480, 0.9187], [-3.6481, -0.1879, -1.6241], [0.9252, -5.8506, -2.6247], [0.5006, -4.0781, -1.0919], [-0.7887, -3.0204, 2.6242], [-4.1730, -4.1296, 2.2636], [-4.9527, -3.5874, -3.8749], [3.4978, -0.1100, 4.1461], [0.5747, -6.6441, -3.2697], [-5.7372, -0.9969, 1.6261], [-4.3324, 0.0464, -5.3848], [2.2134, -2.9994, -0.3349], [-0.9223, -1.9542, 2.4964], [-2.0176, -0.2454, -4.5743], [-4.2562, -7.7460, 0.8588], [-6.1962, -3.2534, -0.2229], [-5.2464, 3.9231, 1.2983], [-7.0231, -3.7623, -4.3884], [2.6819, 1.8270, 5.5072], [3.8110, -4.3644, -1.6316], [-0.2731, -5.8537, 0.7943], [2.9899, -6.1781, -3.0911], [-1.1382, 4.4687, 1.7723], [-7.1788, 2.9432, 2.4762], [-7.4282, 0.4956, 2.6460], [-3.6280, -5.8727, -0.6236], [-3.5330, 2.4411, 0.2859], [-4.6109, -3.6925, -4.8954], [-5.7781, 0.0465, -1.3594], [0.8852, 3.2952, 4.5864], [-0.9438, -2.9560, 4.7592], [-1.0469, -5.2893, -1.9828], [-4.1509, -3.1186, 2.6437], [-4.8499, -7.3064, 3.2158], [-2.9646, -3.3993, -3.0656], [-7.8212, -3.5314, -2.0629], [-1.5694, -0.4108, -2.1517], [-4.7995, -5.0101, 4.1099], [-6.2067, 0.1805, -3.7849], [-0.6568, -5.3925, 5.0304], [-0.3395, -6.8384, 3.0562]]
}

***

{
  "formula": "C6H12N",
  "method": "ωB97M-V with the def2-TZVPD basis set",
  "total_energy_ha": -290.186139,
  "fmax_ev_per_a": 5.8,
  "lumo_ev": -5.799,
  "total_charge": 1,
  "smiles": "C=[NH+]/C=C/CCC",
  "de_lowest_ev": 3.694,
  "gap_ev": 8.207,
  "symbols": ["N", "C", "C", "C", "C", "C", "C", "H", "H", "H", "H", "H", "H", "H", "H", "H", "H", "H", "H"],
  "coordinates": [[-0.7055, -1.6891, -1.9993], [-1.5213, -2.8034, -2.0680], [1.2089, 0.7357, 2.3161], [-1.1000, -0.5546, -1.1974], [1.0223, 1.6661, 1.0947], [-0.0418, 0.1732, -0.7672], [-0.1399, 1.3740, 0.2873], [-1.2292, -3.5416, -2.9065], [0.5335, -0.1648, 2.2971], [1.9467, 1.8969, 0.5682], [-1.9517, -0.5863, -0.6010], [-0.4516, 2.2785, -0.1728], [2.2426, 0.2668, 2.0849], [-2.4218, -2.6811, -1.4588], [1.4307, 1.3266, 3.2657], [0.2790, -1.4965, -2.2935], [-1.0098, 1.1964, 0.9196], [1.1310, -0.1424, -0.8701], [0.7779, 2.7457, 1.5013]]
}